The following is a quantum chemistry calculation of C25H14Cl2N5O5SV as an isolated structure, from the Open Molecules 2025 dataset.

Geometry as XYZ:
```
53
Properties=species:S:1:pos:R:3:mulliken_charge:R:1
V -0.11 0.72 0.46 0.64
Cl -3.85 6.44 -1.14 -0.22
C -2.64 5.34 -0.51 -0.08
C -2.81 3.97 -0.67 -0.70
C -1.77 3.08 -0.25 -0.08
N -1.75 1.70 -0.24 -0.10
C -2.91 1.08 -0.45 -0.10
O -3.91 1.43 -1.07 -0.76
C -2.91 -0.27 0.14 0.80
C -4.03 -1.11 0.05 -0.55
C -3.99 -2.31 0.74 -0.33
C -2.89 -2.61 1.53 -0.78
C -1.80 -1.74 1.57 -0.30
N -1.84 -0.56 0.96 0.12
C -0.67 3.65 0.37 0.09
C -0.60 5.01 0.65 -0.83
C -1.61 5.84 0.19 0.28
Cl -1.53 7.55 0.55 -0.22
N 0.33 2.66 0.78 -0.13
C 1.59 3.07 0.89 -0.11
O 2.05 4.11 1.32 -0.73
C 2.55 2.08 0.35 0.82
C 3.90 2.37 0.27 -0.59
C 4.73 1.44 -0.39 -0.33
C 4.17 0.34 -0.92 -0.99
C 2.79 0.14 -0.79 0.09
N 1.98 0.97 -0.16 0.26
H -3.65 3.58 -1.19 0.71
H -4.83 -0.83 -0.63 0.45
H -4.83 -2.97 0.73 0.48
H -2.94 -3.55 2.06 0.44
H -0.94 -1.99 2.13 0.75
H 0.30 5.38 1.11 0.65
H 4.27 3.37 0.62 0.40
H 5.80 1.62 -0.39 0.43
H 4.75 -0.38 -1.44 0.51
H 2.39 -0.74 -1.32 0.38
O 0.97 -0.98 1.39 -0.92
C 0.79 -1.66 0.38 1.21
N 0.15 -1.11 -0.63 -0.15
S -0.20 -2.25 -1.79 1.06
O 0.47 -1.92 -3.02 -0.69
O -1.59 -2.50 -1.68 -0.55
C 0.68 -3.60 -0.95 -0.06
C 0.94 -4.89 -1.34 -0.69
C 1.69 -5.72 -0.48 -0.41
C 2.25 -5.19 0.72 -0.57
C 1.98 -3.83 1.06 -0.42
C 1.22 -3.04 0.21 0.18
H 0.41 -5.26 -2.18 0.53
H 1.97 -6.77 -0.86 0.32
H 3.00 -5.81 1.29 0.33
H 2.47 -3.38 1.96 0.44
```

Values from the calculation:
HOMO level (alpha / beta), eV: -7.83 / -7.89
⟨S²⟩: 2.019
Multiplicity: 3
Gap between HOMO and LUMO (alpha / beta), eV: 6.76 / 7.04